[1]
C20H44Cl24N2O6P2 | the ωB97M-V functional and the def2-TZVPD basis

Relative energy (zero: lowest compared OMol25 entry of this formula, charge and spin): 0.0 kcal per mole
Highest occupied orbital energy: -8.787 eV

Last column: Löwdin charge in e.
Positions of all 98 atoms, in Å:
C 2.03 -5.09 1.59  -0.111
C 2.70 -4.46 0.25  -0.291
C 2.16 -3.00 -0.12  -0.282
P 2.64 -1.55 0.96  0.762
C 2.67 -1.43 2.87  -0.292
C 1.48 -0.59 3.53  -0.196
C 3.11 0.08 0.03  -0.234
C 2.75 1.40 0.87  -0.216
O 3.64 2.47 0.36  -0.116
C 4.53 2.86 1.42  -0.218
O 5.74 3.13 1.21  0.020
O 0.95 -1.11 1.09  -0.357
N 0.40 -0.60 -0.02  -0.089
O -0.79 -0.51 0.17  0.003
P 4.79 -2.03 1.05  0.567
N 5.14 -3.27 2.04  -0.201
O 5.46 -2.32 -0.52  -0.238
O 5.76 -0.76 1.72  -0.242
H 2.12 -4.41 2.50  0.048
H 2.68 -6.02 1.83  0.089
H 0.98 -5.50 1.41  0.076
H 2.29 -5.15 -0.59  0.117
H 3.83 -4.60 0.20  0.084
H 1.02 -3.13 -0.24  0.106
H 2.54 -2.78 -1.19  0.108
H 2.64 -2.48 3.38  0.092
H 3.66 -0.97 3.27  0.097
H 0.49 -1.16 3.61  -0.004
H 1.34 0.46 3.09  0.068
H 1.79 -0.40 4.63  0.007
H 2.68 0.09 -1.05  0.108
H 4.25 0.15 -0.15  0.083
H 3.06 1.24 1.96  0.102
H 1.65 1.73 0.73  0.071
H 4.18 2.97 2.51  0.171
H 4.26 -3.63 2.42  -0.067
H 4.73 -2.52 -1.13  0.036
H 6.37 -0.41 1.03  0.067
C 2.12 0.95 7.62  -0.990
Cl 2.46 2.22 6.44  0.493
Cl 1.03 -0.27 6.94  0.537
H 3.05 0.47 7.91  0.031
H 1.64 1.40 8.49  0.032
C -2.74 -3.32 1.14  -1.037
Cl -2.36 -4.41 2.48  0.488
Cl -3.26 -4.22 -0.29  0.524
H -3.54 -2.65 1.45  -0.036
H -1.85 -2.75 0.89  0.007
C -2.86 -3.56 -3.75  -1.050
Cl -4.15 -2.83 -4.71  0.499
Cl -1.27 -2.93 -4.22  0.497
H -3.03 -3.33 -2.70  -0.054
H -2.87 -4.64 -3.90  0.029
C -6.47 -1.76 -1.08  -1.047
Cl -4.98 -1.59 -0.15  0.556
Cl -7.90 -1.46 -0.09  0.512
H -6.45 -1.05 -1.91  -0.116
H -6.52 -2.78 -1.48  0.035
C -2.18 1.48 5.26  -1.016
Cl -1.84 0.82 3.66  0.516
Cl -1.06 2.78 5.67  0.493
H -3.20 1.88 5.27  0.031
H -2.09 0.69 6.00  -0.034
C -6.97 1.24 -4.56  -1.042
Cl -7.12 -0.33 -3.76  0.591
Cl -5.43 2.02 -4.14  0.506
H -7.01 1.10 -5.63  -0.066
H -7.78 1.89 -4.24  0.025
C 1.92 3.42 -2.16  -0.976
Cl 1.68 3.27 -3.90  0.581
Cl 0.55 2.72 -1.27  0.578
H 2.83 2.89 -1.88  0.014
H 2.01 4.47 -1.90  0.036
C 2.74 2.95 -7.21  -1.057
Cl 3.09 4.21 -8.39  0.505
Cl 1.65 1.73 -7.89  0.500
H 3.67 2.47 -6.92  0.030
H 2.26 3.40 -6.34  -0.061
C -10.47 0.65 -6.48  -1.001
Cl -11.75 1.37 -7.45  0.515
Cl -8.88 1.28 -6.94  0.582
H -10.65 0.88 -5.43  0.032
H -10.48 -0.43 -6.62  0.032
C -1.66 5.02 -4.03  -1.040
Cl -1.95 6.71 -4.43  0.506
Cl -3.05 4.01 -4.44  0.482
H -0.79 4.67 -4.59  -0.012
H -1.46 4.94 -2.96  0.016
C -1.77 -3.12 6.22  -0.979
Cl -2.22 -1.79 7.29  0.519
Cl -1.36 -2.54 4.61  0.507
H -0.91 -3.64 6.64  0.033
H -2.61 -3.81 6.15  0.033
C 6.09 6.40 0.31  -1.039
Cl 4.78 7.10 -0.65  0.489
Cl 7.66 7.03 -0.21  0.505
H 5.94 6.65 1.36  0.030
H 6.08 5.32 0.19  -0.004

[2]
C20H44Cl4O2P2Sm | the ωB97M-V functional and the def2-TZVPD basis

Relative energy (zero: lowest compared OMol25 entry of this formula, charge and spin): 0.0 kcal per mole
Net charge: -1
Highest occupied orbital energy (alpha / beta): -3.701 / -3.608 eV
2S+1: 6
⟨S²⟩: 8.790

Last column: Löwdin spin population.
Positions of all 73 atoms, in Å:
Sm -0.07 0.21 0.25  5.124
Cl -0.21 0.64 -2.38  -0.010
P -2.77 -0.71 -0.54  -0.012
C -3.05 -1.56 -2.12  -0.001
C -3.56 -1.64 0.85  -0.002
C -3.40 1.00 -0.78  -0.001
C -1.94 -2.57 -2.47  -0.004
H -3.01 -0.75 -2.87  0.000
C -4.45 -2.19 -2.18  -0.001
H -4.51 -3.12 -1.60  0.000
H -4.70 -2.42 -3.22  0.000
H -5.23 -1.50 -1.81  0.000
H -1.04 -2.04 -2.81  -0.001
H -2.28 -3.24 -3.27  0.000
H -1.64 -3.18 -1.60  -0.002
H -2.87 1.31 -1.70  0.000
C -2.99 1.98 0.34  0.000
C -4.90 1.05 -1.05  0.000
H -5.16 0.67 -2.04  0.000
H -5.23 2.10 -1.00  0.000
H -5.47 0.49 -0.30  0.000
H -2.26 1.60 1.06  0.000
H -3.87 2.27 0.93  0.000
H -2.55 2.88 -0.11  0.000
C -2.81 -2.97 1.03  0.000
H -4.60 -1.82 0.54  0.000
C -3.52 -0.84 2.15  0.000
H -2.93 -3.66 0.19  0.000
H -3.16 -3.47 1.94  0.000
H -1.73 -2.77 1.18  0.000
H -2.50 -0.50 2.40  0.000
H -3.83 -1.48 2.99  0.000
H -4.17 0.04 2.13  0.000
Cl 0.37 -1.69 2.03  -0.019
H 0.00 -1.49 -0.65  -0.046
P 2.82 0.25 -0.38  -0.007
C 3.08 1.84 -1.26  0.000
C 3.80 0.23 1.18  -0.001
C 3.31 -1.12 -1.51  -0.001
C 1.98 2.89 -1.01  0.000
H 3.01 1.54 -2.32  0.000
C 4.47 2.44 -1.03  0.000
H 4.55 2.92 -0.04  0.000
H 4.63 3.22 -1.78  0.000
H 5.27 1.71 -1.13  0.000
H 1.04 2.58 -1.49  0.000
H 2.29 3.85 -1.46  0.000
H 1.77 3.08 0.06  0.000
H 2.71 -0.89 -2.41  0.000
C 2.91 -2.53 -1.04  -0.003
C 4.79 -1.00 -1.87  0.000
H 4.98 -0.12 -2.49  0.000
H 5.10 -1.88 -2.44  0.000
H 5.44 -0.93 -0.98  0.000
H 2.20 -2.52 -0.20  -0.002
H 3.79 -3.13 -0.74  0.000
H 2.41 -3.05 -1.87  0.000
C 3.18 1.25 2.14  0.000
H 4.83 0.52 0.93  0.000
C 3.78 -1.15 1.84  0.000
H 3.32 2.29 1.81  0.000
H 3.59 1.13 3.15  0.000
H 2.10 1.07 2.25  0.000
H 2.74 -1.47 2.01  0.000
H 4.23 -1.09 2.84  0.000
H 4.29 -1.92 1.27  0.000
Cl -2.27 2.40 3.80  0.000
C -0.52 2.75 3.80  0.000
Cl 0.49 1.52 4.57  0.000
C -0.02 2.96 2.36  -0.001
O 0.38 4.07 2.04  0.001
O -0.07 1.91 1.58  -0.012
H -0.37 3.68 4.33  0.000

[3]
C20H44Cl8O7 | the ωB97M-V functional and the def2-TZVPD basis

Relative energy (zero: lowest compared OMol25 entry of this formula, charge and spin): 0.0 kcal per mole
SMILES string: C1CCOC1.C1CCOC1.C1CCOC1.ClCCl.ClCCl.ClCCl.ClCCl.OCCO.OCCO
Highest occupied orbital energy: -9.434 eV

Last column: Löwdin charge in e.
Positions of all 79 atoms, in Å:
C -3.17 3.27 -0.49  -0.158
C -3.28 1.76 -0.26  -0.142
C -2.76 1.25 -1.60  -0.191
O -1.61 2.08 -1.89  -0.210
C -1.81 3.36 -1.21  -0.166
H -3.20 3.87 0.42  0.101
H -3.96 3.63 -1.15  0.116
H -4.30 1.41 -0.08  0.124
H -2.64 1.40 0.54  0.089
H -3.50 1.32 -2.41  0.133
H -2.45 0.19 -1.60  0.082
H -1.67 4.17 -1.91  0.116
H -1.03 3.40 -0.44  0.096
C 0.86 -2.82 -4.60  -0.146
C 0.82 -1.30 -4.76  -0.154
C -0.58 -0.89 -4.23  -0.170
O -1.09 -2.02 -3.52  -0.166
C -0.03 -2.96 -3.37  -0.192
H 1.86 -3.16 -4.36  0.117
H 0.43 -3.31 -5.47  0.115
H 0.98 -0.92 -5.77  0.111
H 1.60 -0.83 -4.14  0.093
H -1.29 -0.66 -5.01  0.123
H -0.48 -0.04 -3.55  0.088
H -0.43 -3.96 -3.21  0.124
H 0.53 -2.71 -2.45  0.113
C -0.39 1.62 2.15  -0.165
C -1.02 2.92 2.60  -0.158
C -1.95 2.44 3.72  -0.198
O -1.27 1.38 4.37  -0.128
C -0.39 0.75 3.45  -0.183
H 0.63 1.80 1.80  0.076
H -0.93 1.08 1.37  0.074
H -1.65 3.40 1.84  0.084
H -0.29 3.63 2.96  0.095
H -2.89 2.06 3.31  0.119
H -2.16 3.19 4.48  0.121
H -0.79 -0.24 3.16  0.104
H 0.62 0.64 3.84  0.093
C 2.19 -0.94 -0.31  -0.212
C 1.35 0.19 -0.85  -0.246
O -0.03 -0.12 -0.73  -0.092
O 1.82 -1.24 1.04  -0.078
H 3.23 -0.62 -0.27  0.090
H 2.15 -1.78 -1.02  0.117
H 1.55 0.38 -1.91  0.064
H 1.56 1.12 -0.31  0.097
H -0.54 0.65 -1.06  0.063
H 0.91 -1.63 1.03  0.057
C -2.35 -2.61 0.81  -0.211
C -2.76 -2.97 -0.57  -0.256
O -2.87 -1.81 -1.36  -0.092
O -0.98 -2.14 0.87  -0.116
H -2.43 -3.43 1.54  0.116
H -3.02 -1.81 1.15  0.126
H -3.72 -3.52 -0.52  0.125
H -2.07 -3.71 -1.01  0.125
H -2.11 -1.78 -2.02  0.067
H -0.89 -1.36 0.28  0.046
C 2.66 3.08 -2.47  -1.006
Cl 2.14 4.01 -1.06  0.541
Cl 1.31 2.50 -3.41  0.597
H 3.26 3.75 -3.07  0.023
H 3.24 2.24 -2.13  0.021
C 0.06 -3.75 3.89  -1.017
Cl -1.29 -3.27 4.96  0.491
Cl 1.45 -4.36 4.81  0.512
H -0.31 -4.56 3.28  0.018
H 0.33 -2.89 3.31  -0.003
C 4.58 -1.71 2.37  -1.031
Cl 5.39 -2.67 3.59  0.540
Cl 5.73 -1.05 1.16  0.484
H 3.93 -2.35 1.81  0.004
H 4.06 -0.87 2.79  -0.006
C 3.36 2.11 2.44  -1.026
Cl 2.55 2.85 3.84  0.564
Cl 5.10 2.03 2.69  0.533
H 2.96 1.12 2.30  0.001
H 3.15 2.74 1.59  -0.007

Number 1: energy -13076.4754 a.u.. Number 2: energy -4120.5535 a.u.. Number 3: energy -4996.5897 a.u..